Below is 2 unconnected molecules or ions with the total composition C29H30N2O5, with properties calculated with the ωB97M-V functional and the def2-TZVPD basis.

Properties
orbital gap = 3.44 eV
HOMO level = -5.105 eV
LUMO = -1.67 eV
energy relative to the best compared isomer or geometry (same formula, charge and spin) = 160.7 kcal/mol
charge = 0

Geometry (Å):
C -5.969 3.552 -2.637
O -5.575 2.930 -1.389
C -4.683 1.908 -1.401
C -4.196 1.436 -0.162
C -3.271 0.423 -0.127
N -2.831 -0.157 -1.275
C -1.861 -1.307 -1.225
C -0.438 -0.892 -1.064
C -0.050 0.345 -0.638
C 1.187 0.971 -1.034
C 1.915 0.579 -2.193
C 3.166 1.096 -2.440
C 3.678 2.134 -1.613
O 4.917 2.608 -1.916
C 5.547 3.574 -1.044
C 2.895 2.636 -0.545
C 1.682 2.044 -0.264
C 0.605 -1.978 -1.226
C 0.443 -2.938 -2.384
O 1.536 -2.111 -0.433
C -3.277 0.283 -2.474
C -4.207 1.294 -2.578
H -6.562 4.412 -2.322
H -5.101 3.887 -3.225
H -6.583 2.874 -3.248
H -4.555 1.870 0.764
H -2.863 0.021 0.803
H -2.140 -1.966 -0.386
H -1.977 -1.878 -2.157
H -0.743 0.929 -0.029
H 1.472 -0.135 -2.892
H 3.782 0.735 -3.264
H 6.560 3.674 -1.433
H 5.036 4.545 -1.082
H 5.574 3.218 -0.007
H 3.246 3.483 0.043
H 1.084 2.402 0.572
H -0.174 -2.525 -3.191
H 1.435 -3.174 -2.788
H -0.013 -3.871 -2.025
H -2.865 -0.225 -3.346
H -4.550 1.588 -3.570
C -3.423 -3.875 1.898
C -1.916 -3.854 1.933
O -1.511 -2.477 1.895
C -0.161 -2.377 2.124
C 0.257 -1.003 2.147
C 1.518 -0.621 2.604
C 2.589 -1.564 2.761
C 3.833 -1.166 3.202
C 4.080 0.187 3.499
C 5.388 0.589 3.924
N 6.459 0.902 4.284
C 3.038 1.123 3.401
C 1.795 0.743 2.941
O 0.503 -3.409 2.277
H -3.769 -4.888 1.675
H -3.818 -3.603 2.883
H -3.843 -3.179 1.159
H -1.552 -4.330 2.854
H -1.472 -4.368 1.067
H -0.499 -0.261 1.938
H 2.382 -2.600 2.505
H 4.637 -1.897 3.327
H 3.223 2.158 3.699
H 0.986 1.472 2.844

Atoms 1-2, force components in eV/Å:
C 0.01 -0.15 0.07
O 0.92 -0.90 -0.18

Below is a molecular structure, C29H30N3PPt, with properties calculated with the ωB97M-V functional and the def2-TZVPD basis.

Properties
orbital gap = 6.09 eV
HOMO level = -5.847 eV
LUMO = 0.24 eV
energy relative to the best compared isomer or geometry (same formula, charge and spin) = 9.9 kcal/mol
charge = 0

Geometry (Å):
Pt 0.230 -0.269 -0.825
N -0.639 1.722 -1.003
C -1.431 2.025 -2.214
C -0.610 1.855 -3.477
C -0.263 0.419 -3.833
N 0.754 -0.131 -2.918
H -1.185 1.923 -0.173
H 0.165 2.357 -0.963
H -1.805 3.051 -2.160
H -2.294 1.355 -2.229
H 0.313 2.438 -3.392
H -1.175 2.282 -4.309
H 0.130 0.387 -4.853
H -1.154 -0.211 -3.793
H 1.626 0.413 -3.088
H 0.955 -1.089 -3.188
C 0.001 0.676 5.250
C -0.470 -0.626 5.114
C -0.657 -1.167 3.856
C -0.364 -0.408 2.722
C 0.113 0.889 2.865
C 0.291 1.439 4.131
P -0.637 -1.071 1.067
C -2.411 -1.467 1.016
C -3.331 -0.773 1.795
C -4.687 -1.052 1.686
C -5.127 -2.027 0.803
C -4.210 -2.723 0.024
C -2.858 -2.441 0.125
C 0.333 -2.550 0.726
C 0.587 -3.786 1.294
C 1.490 -4.618 0.642
C 2.105 -4.199 -0.529
C 1.839 -2.954 -1.088
C 0.933 -2.102 -0.460
H 0.147 1.091 6.239
H -0.694 -1.215 5.994
H -1.046 -2.174 3.753
H 0.361 1.479 1.990
H 0.664 2.449 4.211
H -2.990 -0.022 2.499
H -5.398 -0.511 2.297
H -6.183 -2.247 0.722
H -4.551 -3.486 -0.663
H -2.141 -2.976 -0.486
H 0.112 -4.100 2.215
H 1.723 -5.593 1.050
H 2.813 -4.861 -1.013
H 2.357 -2.659 -1.995
C 3.346 1.447 -3.330
C 2.953 2.002 -2.134
C 2.436 3.343 -2.018
C 2.018 3.860 -0.828
C 2.042 3.096 0.359
C 2.528 1.769 0.281
C 2.946 1.232 -0.910
C 1.592 3.646 1.588
N 1.207 4.101 2.578
H 3.849 0.486 -3.341
H 3.398 2.046 -4.231
H 2.421 3.970 -2.903
H 1.663 4.885 -0.785
H 2.557 1.163 1.182
H 3.315 0.213 -0.945

Atoms 1-2, force components in eV/Å:
Pt -0.62 0.49 -0.41
N 0.27 0.02 -0.04

Ordered max |F| results: 2.3; 0.9; unit eV/A.